(1)
Here is a 5-piece molecular cluster, C49H76N6O4 overall at a distorted geometry from the Open Molecules 2025 dataset. Energies are from ωB97M-V with the def2-TZVPD basis set.

Structure (ORCA input):
```
! wB97M-V def2-TZVPD RIJCOSX def2/J DEFGRID3
* xyz 0 1
C 11.529 -1.333 -0.903
C 11.351 -2.550 -1.902
C 10.483 -2.199 -3.175
C 8.945 -2.539 -3.010
C 8.043 -1.289 -2.679
C 6.583 -1.672 -2.188
C 6.427 -1.627 -0.629
C 4.934 -1.888 -0.142
C 4.627 -1.261 1.276
C 3.719 0.029 1.244
C 2.247 -0.275 1.790
C 1.637 -1.330 0.789
C 1.447 -2.685 1.272
C 0.898 -3.680 0.344
C 0.604 -3.245 -1.014
C 0.780 -1.875 -1.504
C 1.299 -0.882 -0.573
O 1.455 0.429 -0.998
C 0.172 1.048 -1.290
C -0.940 0.747 -0.225
N -1.944 1.820 -0.076
C -2.758 2.026 -1.292
C -4.217 1.373 -1.217
C -4.450 0.304 -2.366
O -5.197 2.429 -1.442
C 0.068 -4.283 -2.027
O 0.286 -4.084 -3.206
C -0.661 -5.514 -1.465
C -1.591 -6.200 -2.352
C -2.324 -7.376 -1.870
N -3.196 -8.036 -2.812
C -2.546 -9.322 -3.211
C -1.148 -9.143 -3.888
C -1.139 -8.200 -5.159
C -2.076 -7.796 -0.495
C -1.145 -7.107 0.414
C -0.408 -5.956 -0.088
C 0.625 -5.159 0.760
O 1.173 -5.644 1.725
H 11.978 -1.652 0.080
H 10.520 -0.889 -0.720
H 12.266 -0.619 -1.353
H 10.946 -3.425 -1.322
H 12.392 -2.853 -2.212
H 10.679 -1.146 -3.509
H 10.869 -2.867 -3.998
H 8.841 -3.322 -2.214
H 8.608 -2.971 -3.996
H 8.584 -0.654 -1.926
H 8.001 -0.668 -3.621
H 6.363 -2.679 -2.642
H 5.892 -0.926 -2.678
H 7.093 -2.440 -0.216
H 6.824 -0.649 -0.248
H 4.180 -1.638 -0.933
H 4.871 -3.009 -0.011
H 4.210 -2.061 1.938
H 5.622 -0.971 1.720
H 3.580 0.322 0.166
H 4.148 0.854 1.863
H 1.621 0.647 1.872
H 2.298 -0.715 2.827
H 1.708 -2.934 2.326
H 0.527 -1.623 -2.563
H 0.275 2.165 -1.388
H -0.100 0.692 -2.328
H -0.478 0.597 0.794
H -1.413 -0.251 -0.476
H -2.528 1.538 0.718
H -2.946 3.138 -1.361
H -2.252 1.741 -2.245
H -4.461 0.956 -0.210
H -5.314 0.551 -3.039
H -3.543 0.224 -3.020
H -4.662 -0.708 -1.921
H -5.252 2.566 -2.401
H -1.708 -5.812 -3.390
H -4.131 -8.190 -2.437
H -2.365 -9.891 -2.246
H -3.228 -9.969 -3.818
H -0.372 -8.743 -3.176
H -0.738 -10.139 -4.221
H -0.608 -8.683 -6.028
H -0.553 -7.272 -4.930
H -2.156 -7.911 -5.529
H -2.618 -8.702 -0.116
H -1.000 -7.450 1.466
C -2.650 7.057 -0.602
C -4.057 6.938 -0.029
C -4.939 5.964 -0.817
C -5.082 6.428 -2.222
N -5.193 6.787 -3.308
H -2.662 7.456 -1.619
H -2.050 7.737 0.006
H -2.149 6.085 -0.620
H -4.518 7.926 -0.015
H -3.991 6.600 1.007
H -5.929 5.902 -0.361
H -4.504 4.962 -0.815
C -7.003 10.900 1.949
C -5.903 11.944 1.773
C -4.776 11.474 0.853
C -4.134 10.260 1.420
N -3.636 9.322 1.860
H -6.623 9.991 2.420
H -7.797 11.290 2.590
H -7.446 10.629 0.987
H -5.499 12.196 2.745
H -6.342 12.856 1.361
H -4.024 12.258 0.749
H -5.164 11.242 -0.142
C -2.963 13.213 6.989
C -3.978 12.121 6.668
C -3.648 11.361 5.379
C -3.638 12.295 4.225
N -3.633 13.018 3.331
H -2.940 13.982 6.214
H -3.221 13.706 7.928
H -1.957 12.797 7.090
H -4.971 12.571 6.587
H -4.013 11.412 7.498
H -4.392 10.584 5.199
H -2.670 10.882 5.456
C -0.013 -10.364 3.023
C -1.405 -10.517 3.626
C -2.271 -11.534 2.876
C -2.455 -11.103 1.467
N -2.599 -10.768 0.377
H -0.057 -9.986 1.999
H 0.577 -9.653 3.605
H 0.518 -11.319 3.014
H -1.900 -9.542 3.630
H -1.309 -10.833 4.668
H -3.250 -11.619 3.351
H -1.803 -12.520 2.888
*
```

As for the SMILES: CCCCCCCCCCCc1cc2c(cc1OCCNC[C@H](C)O)C(=O)c1cc(NCCC)ccc1C2=O.CCCC#N.CCCC#N.CCCC#N.CCCC#N. The HOMO-LUMO gap is 8.14 eV. For the highest occupied orbital energy, the calculation gives -8.8 eV.

Atomic partial charges in e from the Löwdin method, atoms 1 to 5: atom 1 (C): -0.12, atom 2 (C): -0.27, atom 3 (C): -0.22, atom 4 (C): -0.22, atom 5 (C): -0.22



(2)
Here is C27H30IrNO7P4 as an isolated structure from the Open Molecules 2025 dataset. Energies are from ωB97M-V with the def2-TZVPD basis set.

Structure (ORCA input):
```
! wB97M-V def2-TZVPD RIJCOSX def2/J DEFGRID3
* xyz 2 1
Ir -0.386 -0.938 -0.268
C 1.319 1.880 1.921
N 0.525 1.724 0.674
P -1.032 0.956 0.775
C -2.143 1.908 -0.252
C -1.989 3.287 -0.383
C -2.912 4.008 -1.121
C -3.977 3.357 -1.731
C -4.130 1.983 -1.605
C -3.215 1.255 -0.860
C -1.667 0.950 2.440
C -2.247 -0.217 2.933
C -2.866 -0.206 4.174
C -2.897 0.962 4.921
C -2.339 2.132 4.421
C -1.738 2.135 3.175
P 1.107 0.689 -0.576
C 2.867 0.484 -0.488
C 3.695 1.611 -0.468
C 5.067 1.440 -0.506
C 5.607 0.160 -0.577
C 4.783 -0.954 -0.606
C 3.406 -0.799 -0.560
C 0.611 1.387 -2.142
C 0.749 2.738 -2.454
C 0.268 3.206 -3.664
C -0.365 2.339 -4.549
C -0.515 0.996 -4.238
C -0.017 0.515 -3.035
H 0.919 2.713 2.491
H 2.348 2.110 1.659
H 1.307 0.979 2.536
H -1.146 3.790 0.076
H -2.802 5.079 -1.223
H -4.695 3.926 -2.308
H -4.963 1.482 -2.078
H -3.351 0.185 -0.739
H -2.253 -1.115 2.327
H -3.337 -1.103 4.555
H -3.376 0.967 5.891
H -2.388 3.046 4.998
H -1.342 3.060 2.775
H 3.280 2.610 -0.425
H 5.716 2.304 -0.484
H 6.682 0.036 -0.611
H 5.212 -1.945 -0.661
H 2.760 -1.666 -0.565
H 1.210 3.421 -1.751
H 0.378 4.251 -3.920
H -0.741 2.716 -5.491
H -1.000 0.325 -4.933
H -0.070 -0.554 -2.830
C 0.639 -5.671 0.947
C 0.833 -4.220 0.523
O 2.163 -3.759 0.675
P 0.449 -3.964 -1.253
O 1.549 -4.787 -1.985
O -0.898 -4.680 -1.615
O 0.459 -2.487 -1.561
P -0.327 -3.052 1.361
O -0.566 -3.674 2.772
O -1.540 -2.839 0.468
O 0.353 -1.652 1.459
H 1.292 -6.313 0.356
H -0.391 -5.998 0.805
H 0.884 -5.780 2.004
H 2.631 -4.325 1.303
H 1.541 -4.822 -2.952
H -1.676 -4.227 -1.246
H -1.312 -3.351 3.298
*
```

The HOMO-LUMO gap is 7.33 eV. For the highest occupied orbital energy, the calculation gives -14.5 eV.

Atomic partial charges in e from the Löwdin method, atoms 1 to 5: atom 1 (Ir): 1.07, atom 2 (C): -0.10, atom 3 (N): -0.38, atom 4 (P): 0.86, atom 5 (C): -0.35



(3)
Here is C32H30Cl2N8O2PbS2 as an isolated structure from the Open Molecules 2025 dataset. Energies are from ωB97M-V with the def2-TZVPD basis set.

Structure (ORCA input):
```
! wB97M-V def2-TZVPD RIJCOSX def2/J DEFGRID3
* xyz -1 2
Pb 0.119 0.395 0.492
C 4.251 -2.273 0.165
C 3.865 -3.411 -0.529
C 2.630 -3.442 -1.147
C 1.832 -2.310 -1.052
N 2.195 -1.212 -0.414
C 3.379 -1.202 0.200
N 0.504 -2.304 -1.598
C 0.033 -1.245 -2.465
N -0.210 0.024 -2.008
C -0.873 0.690 -2.978
N -1.454 1.938 -2.934
C -1.082 2.909 -2.113
C -1.737 4.179 -2.299
C -1.330 5.284 -1.617
C -0.268 5.174 -0.701
C 0.238 3.914 -0.490
N -0.158 2.787 -1.104
C -1.064 -0.182 -4.088
C -1.710 -0.015 -5.326
C -1.779 -1.073 -6.196
C -1.199 -2.330 -5.851
C -0.562 -2.526 -4.657
C -0.481 -1.443 -3.741
H 5.196 -2.222 0.689
H 4.516 -4.275 -0.576
H 2.275 -4.312 -1.678
H 3.615 -0.307 0.762
H -2.519 4.223 -3.047
H -1.813 6.241 -1.792
H 0.109 6.020 -0.143
H 1.022 3.785 0.246
H -2.141 0.950 -5.571
H -2.270 -0.962 -7.157
H -1.268 -3.151 -6.558
H -0.139 -3.495 -4.410
S -1.057 2.223 2.527
C 0.630 2.568 2.757
C 1.079 3.312 3.870
C 2.414 3.599 4.011
C 3.324 3.144 3.055
C 2.820 2.412 2.004
N 1.523 2.136 1.850
H 0.347 3.647 4.592
H 2.757 4.177 4.861
H 4.383 3.352 3.125
H 3.476 2.033 1.225
C -4.652 -1.109 1.077
C -3.121 -0.893 1.134
N -2.673 -0.229 -0.085
C -3.292 1.087 -0.223
C -4.828 0.931 -0.308
N -5.136 -0.541 -0.230
C -4.485 -1.275 -1.375
C -2.961 -1.043 -1.261
H -5.192 -0.591 1.869
H -4.931 -2.162 1.082
H -2.593 -1.837 1.248
H -2.850 -0.271 1.988
H -2.910 1.547 -1.135
H -3.007 1.710 0.625
H -5.235 1.288 -1.253
H -5.358 1.407 0.517
H -6.141 -0.667 -0.290
H -4.906 -0.872 -2.295
H -4.769 -2.322 -1.276
H -2.592 -0.527 -2.147
H -2.435 -1.991 -1.186
S -0.422 -4.736 -0.696
C -0.327 -3.293 -1.381
Cl -0.537 -3.951 4.022
C 0.894 -3.000 3.569
Cl 2.145 -4.068 2.875
C 0.599 -1.851 2.569
O 1.519 -1.013 2.498
O -0.467 -1.887 1.924
H 1.307 -2.587 4.480
*
```

The HOMO-LUMO gap (alpha / beta) is 3.78 / 3.77 eV. For the highest occupied orbital energy (alpha / beta), the calculation gives -2.5 / -2.5 eV.

Atomic partial charges in e from the Löwdin method, atoms 1 to 5: atom 1 (Pb): 1.42, atom 2 (C): -0.07, atom 3 (C): -0.07, atom 4 (C): -0.02, atom 5 (C): -0.26



(4)
Here is a 5-piece molecular cluster, H10O5 overall from the Open Molecules 2025 dataset. Energies are from ωB97M-V with the def2-TZVPD basis set.

Structure (ORCA input):
```
! wB97M-V def2-TZVPD RIJCOSX def2/J DEFGRID3
* xyz 0 1
O -0.659 -2.107 0.342
H -0.894 -1.217 0.015
H -0.316 -1.965 1.238
O -1.969 0.323 0.294
H -1.747 1.251 0.108
H -2.927 0.255 0.283
O -0.268 2.547 -0.010
H 0.216 2.307 -0.805
H 0.274 2.196 0.718
O 1.878 1.129 1.141
H 2.377 1.200 1.961
H 2.424 0.632 0.523
O 0.862 -2.300 -2.158
H 0.047 -1.872 -2.452
H 0.702 -2.380 -1.198
*
```

As for the SMILES: O.O.O.O.O. The HOMO-LUMO gap is 11.11 eV. For the highest occupied orbital energy, the calculation gives -10.9 eV.

Atomic partial charges in e from the Löwdin method, atoms 1 to 5: atom 1 (O): -0.08, atom 2 (H): 0.00, atom 3 (H): 0.05, atom 4 (O): -0.06, atom 5 (H): 0.02



(5)
Here is a 3-piece molecular cluster, C21H21F3N2O7 overall at a distorted geometry from the Open Molecules 2025 dataset. Energies are from ωB97M-V with the def2-TZVPD basis set.

Structure (ORCA input):
```
! wB97M-V def2-TZVPD RIJCOSX def2/J DEFGRID3
* xyz 0 1
O 5.641 -3.700 0.964
C 5.737 -2.496 0.634
F 6.616 -1.615 1.322
C 4.895 -1.924 -0.613
C 3.765 -0.883 -0.152
C 2.892 -1.367 1.105
C 1.867 -2.440 0.477
C 0.400 -2.141 1.069
C -0.366 -1.000 0.230
F -0.364 -1.220 -1.199
O 2.388 -0.107 1.622
C 2.752 1.062 0.845
O 2.113 2.118 0.669
C 4.209 0.630 0.236
F 5.030 0.786 1.434
H 5.538 -1.467 -1.437
H 4.342 -2.837 -1.057
H 2.992 -0.652 -0.986
H 3.396 -1.930 1.961
H 2.187 -3.526 0.719
H 1.786 -2.399 -0.672
H -0.251 -3.101 1.136
H 0.515 -1.783 2.166
H -1.452 -0.990 0.621
H 0.083 0.030 0.459
H 4.574 1.256 -0.665
O -3.488 5.266 -0.231
N -2.402 4.782 0.058
O -2.239 3.641 0.465
C -1.217 5.631 -0.088
C -1.364 6.951 -0.513
C -0.238 7.760 -0.628
C 1.021 7.251 -0.324
C 1.163 5.929 0.090
C 0.042 5.113 0.211
H -2.339 7.360 -0.753
H -0.343 8.791 -0.952
H 1.897 7.887 -0.409
H 2.147 5.536 0.323
H 0.167 4.086 0.538
O -1.646 -3.797 0.388
N -2.650 -4.485 0.549
O -2.704 -5.471 1.269
C -3.862 -4.098 -0.175
C -3.828 -3.001 -1.034
C -4.976 -2.651 -1.738
C -6.144 -3.391 -1.579
C -6.174 -4.479 -0.711
C -5.031 -4.838 -0.005
H -2.924 -2.416 -1.168
H -4.959 -1.803 -2.415
H -7.037 -3.118 -2.135
H -7.089 -5.050 -0.589
H -5.067 -5.690 0.666
*
```

As for the SMILES: O=C(F)C[C@H]1[C@H](CCCF)OC(=O)[C@H]1F.O=[N+]([O-])c1ccccc1.O=[N+]([O-])c1ccccc1. The HOMO-LUMO gap is 9.17 eV. For the highest occupied orbital energy, the calculation gives -10.0 eV.

Atomic partial charges in e from the Löwdin method, atoms 1 to 5: atom 1 (O): 0.08, atom 2 (C): -0.31, atom 3 (F): 0.04, atom 4 (C): -0.03, atom 5 (C): -0.19



(6)
Here is C32H56As3BaClF4N3O6S2 as an isolated structure from the Open Molecules 2025 dataset. Energies are from ωB97M-V with the def2-TZVPD basis set.

Structure (ORCA input):
```
! wB97M-V def2-TZVPD RIJCOSX def2/J DEFGRID3
* xyz -1 1
Ba -0.063 -0.295 -0.130
C 4.179 1.065 2.299
C 2.875 0.625 1.633
N 1.623 1.089 2.245
C 1.548 0.702 3.653
C 0.123 0.619 4.176
C 1.412 2.532 2.093
C 0.998 2.964 0.694
N -0.280 2.368 0.347
C -1.265 3.083 -0.178
C -2.510 2.412 -0.405
F -2.568 1.098 -0.055
C -3.616 2.980 -0.970
F -4.726 2.228 -1.127
C -3.631 4.305 -1.385
C -2.449 4.993 -1.190
F -2.378 6.284 -1.587
C -1.322 4.437 -0.624
F -0.226 5.241 -0.557
H 5.019 0.681 1.719
H 4.267 0.685 3.318
H 4.276 2.151 2.328
H 2.837 -0.471 1.622
H 2.893 0.945 0.591
H 2.140 1.392 4.279
H 2.013 -0.280 3.746
H -0.383 1.584 4.141
H 0.129 0.290 5.219
H -0.459 -0.086 3.580
H 2.309 3.093 2.402
H 0.608 2.821 2.771
H 1.770 2.661 -0.028
H 1.003 4.053 0.679
H -4.503 4.767 -1.819
O -1.540 -1.152 1.865
N -2.660 -1.831 1.888
C -3.531 -1.561 2.886
C -4.709 -2.242 3.029
C -5.008 -3.245 2.104
C -4.124 -3.503 1.089
C -2.914 -2.793 0.940
S -1.808 -3.091 -0.323
H -3.202 -0.766 3.538
H -5.375 -1.989 3.841
H -5.929 -3.809 2.182
H -4.323 -4.265 0.349
C 3.981 -2.515 -1.281
As 2.308 -3.082 -0.439
C 1.594 -4.038 -1.999
C 3.119 -4.618 0.509
C 2.227 -5.495 1.411
C 0.930 -5.829 0.677
C 1.943 -4.800 2.748
As 0.769 -3.199 2.785
C -0.964 -4.115 2.828
C 0.922 -3.039 4.745
C 3.049 -6.774 1.694
As 2.413 -8.427 2.593
C 1.323 -9.195 1.149
C 0.919 -7.936 3.774
H 4.553 -3.382 -1.621
H 4.578 -1.943 -0.571
H 3.756 -1.867 -2.126
H 2.248 -4.862 -2.290
H 1.543 -3.322 -2.821
H 0.591 -4.412 -1.795
H 3.959 -4.216 1.085
H 3.549 -5.239 -0.283
H 0.380 -4.927 0.393
H 0.264 -6.426 1.299
H 1.135 -6.392 -0.238
H 2.892 -4.486 3.195
H 1.485 -5.506 3.442
H -0.902 -5.016 3.441
H -1.285 -4.364 1.818
H -1.692 -3.430 3.263
H 0.725 -4.002 5.219
H 0.197 -2.309 5.104
H 1.922 -2.701 5.021
H 3.946 -6.491 2.252
H 3.411 -7.179 0.742
H 1.939 -9.306 0.256
H 0.453 -8.586 0.907
H 0.992 -10.186 1.459
H 1.288 -7.405 4.650
H 0.476 -8.874 4.110
H 0.152 -7.341 3.285
O 2.251 2.154 -2.849
Cl 2.986 0.977 -2.479
O 3.310 0.194 -3.641
O 4.174 1.326 -1.754
O 2.142 0.155 -1.598
C -0.993 2.843 -3.868
C -1.120 1.572 -4.694
S -0.280 0.218 -3.853
O -1.065 0.014 -2.582
C -0.794 -1.131 -4.934
C -0.015 -1.137 -6.241
H -1.489 3.669 -4.378
H 0.053 3.102 -3.705
H -1.470 2.713 -2.897
H -0.648 1.672 -5.674
H -2.162 1.264 -4.816
H -1.875 -1.065 -5.069
H -0.584 -2.024 -4.342
H -0.271 -0.285 -6.871
H -0.236 -2.044 -6.804
H 1.059 -1.107 -6.050
*
```

The HOMO-LUMO gap is 6.38 eV. For the highest occupied orbital energy, the calculation gives -4.1 eV.

Atomic partial charges in e from the Löwdin method, atoms 1 to 5: atom 1 (Ba): 1.68, atom 2 (C): -0.07, atom 3 (C): -0.27, atom 4 (N): -0.21, atom 5 (C): -0.27



(7)
Here is C5HfO15Rb4 as an isolated structure at a distorted geometry from the Open Molecules 2025 dataset. Energies are from ωB97M-V with the def2-TZVPD basis set.

Structure (ORCA input):
```
! wB97M-V def2-TZVPD RIJCOSX def2/J DEFGRID3
* xyz -2 1
Hf 0.113 0.135 -1.185
Rb 3.489 2.258 -1.308
Rb 3.035 -1.633 2.581
Rb -3.167 -0.074 -3.693
Rb -2.550 0.437 1.774
C 2.820 -0.585 -0.034
O 3.166 0.155 0.971
O 2.262 -0.003 -1.034
O 3.245 -1.766 0.014
C 0.824 2.743 -1.590
O 0.265 1.879 -2.542
O 0.918 2.322 -0.410
O 1.087 3.970 -1.832
C -3.413 1.034 -1.124
O -2.065 0.517 -1.047
O -4.142 -0.012 -0.864
O -3.796 2.113 -1.671
C -0.531 -1.996 4.322
O -1.561 -1.382 4.098
O 0.461 -2.567 4.782
O -0.490 -0.923 -2.996
C -0.058 -1.740 0.734
O -0.217 -0.469 1.050
O 0.221 -1.763 -0.538
O 0.085 -2.652 1.542
*
```

The HOMO-LUMO gap is 2.27 eV. For the highest occupied orbital energy, the calculation gives 0.8 eV.

Atomic partial charges in e from the Löwdin method, atoms 1 to 5: atom 1 (Hf): 1.67, atom 2 (Rb): 1.16, atom 3 (Rb): 1.12, atom 4 (Rb): 0.97, atom 5 (Rb): 1.07



(8)
Here is C3H4N4O as an isolated structure at a distorted geometry from the Open Molecules 2025 dataset. Energies are from ωB97M-V with the def2-TZVPD basis set.

Structure (ORCA input):
```
! wB97M-V def2-TZVPD RIJCOSX def2/J DEFGRID3
* xyz 0 1
C 0.661 -0.628 0.161
C -0.369 1.505 -0.117
C -1.686 -0.421 0.043
H 2.698 -0.607 0.631
H 1.568 1.324 -0.485
H 0.032 2.593 -0.339
H -0.565 -2.228 -0.199
N 1.795 -1.180 -0.095
N 0.677 0.739 0.499
N -1.553 1.050 -0.088
N -0.484 -1.163 -0.263
O -2.773 -0.984 0.251
*
```

The HOMO-LUMO gap is 8.81 eV. For the highest occupied orbital energy, the calculation gives -9.6 eV.

Atomic partial charges in e from the Löwdin method, atoms 1 to 5: atom 1 (C): -0.63, atom 2 (C): -0.25, atom 3 (C): -0.40, atom 4 (H): 0.18, atom 5 (H): 0.29



| no. | molecular weight (g mol⁻¹) |
| --- | --- |
| 1 | 813.2 |
| 2 | 796.7 |
| 3 | 900.9 |
| 4 | 90.1 |
| 5 | 470.4 |
| 6 | 1116.5 |
| 7 | 820.4 |
| 8 | 112.1 |